No. 1
The following is a quantum chemistry calculation of 7 unconnected molecules or ions with the total composition C31H36F24O11, from OMol25.

```
102
Properties=species:S:1:pos:R:3:mulliken_charge:R:1
O -17.60 -1.89 -5.98 -0.559
C -18.41 -1.99 -6.90 0.496
O -19.31 -3.10 -7.00 -0.330
C -20.06 -3.07 -8.18 -0.288
C -19.97 -1.59 -8.48 -0.690
C -18.59 -1.05 -8.03 -0.389
H -21.10 -3.33 -7.95 0.245
H -19.65 -3.81 -8.87 0.248
H -20.72 -1.18 -7.81 0.272
H -20.36 -1.14 -9.39 0.425
H -18.42 0.02 -7.92 0.352
H -18.02 -1.36 -8.91 0.218
O -16.23 12.64 -16.58 -0.580
C -15.31 11.83 -16.66 0.447
O -15.39 10.62 -15.95 -0.341
C -14.29 9.80 -16.32 -0.374
C -13.58 10.35 -17.59 -0.484
C -14.14 11.79 -17.60 -0.306
H -14.80 8.85 -16.50 0.303
H -13.59 9.75 -15.49 0.250
H -13.86 9.72 -18.43 0.251
H -12.49 10.37 -17.61 0.296
H -14.37 12.10 -18.62 0.293
H -13.41 12.47 -17.14 0.243
O -17.45 7.12 -9.80 -0.616
C -18.16 8.12 -9.99 0.525
O -17.95 9.29 -9.43 -0.354
C -18.55 10.40 -10.14 -0.338
C -19.64 9.69 -10.92 -0.502
C -19.22 8.22 -11.06 -0.320
H -17.80 10.88 -10.76 0.254
H -18.97 11.16 -9.48 0.289
H -19.71 10.21 -11.88 0.309
H -20.58 9.70 -10.37 0.256
H -18.81 8.02 -12.04 0.251
H -20.09 7.60 -10.85 0.245
O -16.83 17.23 -8.33 -0.565
C -16.06 17.51 -7.46 0.419
O -15.92 16.72 -6.36 -0.332
C -14.89 17.15 -5.58 -0.349
C -14.59 18.60 -6.02 -0.486
C -15.43 18.80 -7.24 -0.247
H -13.98 16.57 -5.73 0.251
H -15.12 17.18 -4.52 0.291
H -13.54 18.76 -6.26 0.282
H -14.85 19.41 -5.34 0.256
H -14.98 19.00 -8.22 0.261
H -16.22 19.53 -7.12 0.218
C -16.99 0.60 -18.80 -0.838
C -16.37 0.96 -20.18 0.923
C -16.08 2.51 -20.22 0.177
F -15.71 2.96 -21.42 -0.281
F -17.09 3.26 -19.91 -0.250
F -15.20 0.32 -20.35 -0.269
F -17.32 0.52 -21.03 -0.297
O -16.04 1.06 -17.86 -0.329
C -16.35 1.30 -16.47 0.844
C -15.01 1.53 -15.77 0.174
F -14.19 2.54 -16.21 -0.234
F -15.11 1.68 -14.45 -0.254
F -17.10 2.45 -16.37 -0.280
F -17.15 0.30 -15.93 -0.276
H -17.26 -0.42 -18.53 0.436
H -17.86 1.23 -18.64 0.353
H -15.32 2.86 -19.53 0.215
H -14.38 0.66 -15.90 0.187
C -21.49 9.51 -20.75 -0.938
C -22.19 9.95 -22.02 1.097
C -23.67 10.13 -21.67 0.147
F -23.91 10.92 -20.63 -0.253
F -24.38 10.43 -22.76 -0.265
F -21.63 11.12 -22.42 -0.324
F -21.98 9.12 -23.00 -0.281
O -22.16 8.46 -20.11 -0.431
C -21.89 8.12 -18.73 0.928
C -22.47 6.80 -18.36 0.178
F -22.08 5.78 -19.13 -0.222
F -22.38 6.57 -17.08 -0.248
F -20.57 8.11 -18.72 -0.276
F -22.38 9.11 -17.95 -0.275
H -21.26 10.36 -20.11 0.420
H -20.48 9.19 -21.01 0.390
H -24.15 9.23 -21.28 0.180
H -23.56 6.79 -18.46 0.175
C -8.35 6.23 -9.53 -0.903
C -8.10 4.91 -8.70 1.025
C -7.19 3.88 -9.43 0.053
F -6.87 2.80 -8.70 -0.258
F -7.68 3.57 -10.62 -0.249
F -7.67 5.13 -7.47 -0.292
F -9.31 4.31 -8.58 -0.308
O -9.46 7.00 -9.13 -0.397
C -9.37 7.82 -8.00 0.947
C -10.67 8.61 -7.90 0.136
F -10.79 9.48 -6.86 -0.264
F -10.96 9.16 -9.09 -0.243
F -9.27 7.02 -6.95 -0.273
F -8.37 8.61 -8.13 -0.282
H -8.57 5.99 -10.58 0.361
H -7.47 6.87 -9.46 0.457
H -6.19 4.28 -9.63 0.249
H -11.44 7.87 -7.67 0.240
```

The SMILES is FC(F)C(F)(F)COC(F)(F)C(F)F.FC(F)C(F)(F)COC(F)(F)C(F)F.FC(F)C(F)(F)COC(F)(F)C(F)F.O=C1CCCO1.O=C1CCCO1.O=C1CCCO1.O=C1CCCO1. The charge is 0. The value obtained for the relative energy (zero: lowest compared OMol25 entry of this formula, charge and spin) is 0.00 kJ/mol. The value obtained for the calculated total energy is -120469.027 eV. The lowest unoccupied orbital energy is 0.2 eV. As for the frontier orbital gap: 10.143 eV. Its HOMO energy is -9.93 eV.



No. 2
The following is a quantum chemistry calculation of a molecular structure, C31H36GeN2OReSTe, from OMol25.

```
74
Properties=species:S:1:pos:R:3:mulliken_spin:R:1
Re 0.41 -1.68 1.62 1.239
N 2.04 1.46 2.16 -0.004
C 0.79 1.50 2.62 0.024
S 0.12 0.24 3.57 0.017
N 0.02 2.56 2.32 -0.002
C 0.32 3.64 1.43 -0.002
C -0.66 4.00 0.51 0.004
C -0.42 5.01 -0.40 0.000
C 0.80 5.69 -0.38 0.000
C 1.75 5.36 0.56 -0.001
C 1.52 4.33 1.48 0.000
H 2.42 0.52 2.19 0.002
H 2.25 1.97 1.31 -0.002
H -0.95 2.41 2.56 0.000
H -1.60 3.45 0.49 0.000
H -1.17 5.27 -1.13 0.000
H 0.99 6.47 -1.10 0.000
H 2.69 5.89 0.60 0.000
H 2.25 4.10 2.24 0.000
C 3.36 -2.32 3.97 -0.003
O 2.15 -2.82 3.43 0.017
C 1.99 -2.60 2.04 -0.152
C 3.10 -3.15 1.21 -0.004
H 3.35 -2.55 5.04 0.001
H 3.42 -1.23 3.85 0.002
H 4.24 -2.78 3.51 -0.001
H 3.50 -4.07 1.64 -0.003
H 3.92 -2.42 1.11 -0.007
H 2.74 -3.36 0.20 0.004
C -1.05 -3.35 4.45 0.006
Te -1.95 -2.36 2.79 -0.006
C -2.73 -4.15 1.95 -0.003
H -1.84 -3.75 5.08 0.003
H -0.46 -2.61 4.99 0.000
H -0.41 -4.13 4.07 -0.002
H -1.90 -4.82 1.72 -0.002
H -3.24 -3.87 1.03 0.000
H -3.43 -4.61 2.64 0.001
C 1.13 -0.64 0.16 -0.216
Ge -0.07 -0.25 -1.28 0.060
C -1.93 -0.25 -0.67 0.002
C -2.95 -0.85 -1.41 0.000
C -4.27 -0.81 -0.97 0.002
C -4.59 -0.18 0.23 -0.002
C -3.58 0.40 0.99 -0.003
C -2.27 0.38 0.53 0.003
C 0.14 1.50 -2.15 -0.007
C -0.95 2.12 -2.76 0.002
C -0.79 3.34 -3.42 0.000
C 0.45 3.96 -3.46 0.000
C 1.54 3.36 -2.84 0.000
C 1.38 2.14 -2.19 -0.001
C 0.10 -1.61 -2.68 -0.005
C -0.43 -1.40 -3.96 -0.001
C -0.28 -2.35 -4.96 0.001
C 0.43 -3.52 -4.71 0.000
C 0.97 -3.74 -3.45 0.006
C 0.80 -2.79 -2.44 -0.025
H 2.17 -0.38 -0.08 0.058
H -2.72 -1.36 -2.34 -0.001
H -5.05 -1.27 -1.56 0.000
H -5.61 -0.15 0.58 0.000
H -3.82 0.88 1.93 0.001
H -1.49 0.85 1.12 -0.012
H -1.93 1.65 -2.73 0.000
H -1.65 3.80 -3.91 0.000
H 0.57 4.90 -3.98 0.000
H 2.51 3.84 -2.87 0.000
H 2.25 1.68 -1.73 -0.002
H -0.96 -0.48 -4.18 0.000
H -0.72 -2.18 -5.94 0.000
H 0.56 -4.25 -5.50 0.000
H 1.52 -4.65 -3.25 0.000
H 1.20 -2.97 -1.45 0.014
```

The charge is 0. Its spin multiplicity is 2. The value obtained for the relative energy (zero: lowest compared OMol25 entry of this formula, charge and spin) is 55.82 kJ/mol. The expectation value of S² is 0.823. The value obtained for the calculated total energy is -114528.909 eV. The lowest unoccupied orbital energy (spin up / spin down) is 0.2 / 0.4 eV. As for the frontier orbital gap (spin up / spin down): 6.419 / 6.236 eV. Its HOMO energy (spin up / spin down) is -6.19 / -5.88 eV.



Q: Which value of calculated total energy does entry 1 give?
A: -120469.027 eV